No. 1
ORCA calculation (the ωB97M-V functional and the def2-TZVPD basis) on a molecular structure, C25H38Cl2FeN2O3P in a non-equilibrium geometry.

The calculation puts the highest occupied orbital energy (spin up / spin down) at -0.075 / -0.178 hartree. The LUMO energy (spin up / spin down) is 2.40 / 2.43 eV. The orbital gap (spin up / spin down) comes out at 4.442 / 7.279 eV. The value obtained for the total energy is -104385.938 eV.

Structure (ORCA input):
```
! wB97M-V def2-TZVPD RIJCOSX def2/J DEFGRID3
* xyz -1 5
O -0.937 -3.029 1.559
C -1.465 -4.044 0.995
C -1.790 -5.146 1.866
C -1.464 -5.069 3.248
H -0.893 -4.210 3.609
C -1.832 -6.108 4.100
H -1.566 -6.039 5.157
C -2.529 -7.224 3.607
H -2.822 -8.026 4.292
C -2.892 -7.277 2.249
H -3.454 -8.141 1.877
C -2.528 -6.249 1.382
H -2.758 -6.281 0.313
H -1.709 -4.061 -0.083
C 1.158 -3.557 -0.976
C 0.489 -2.243 -0.963
H 1.828 -3.684 -1.849
H 0.396 -4.346 -1.000
H 1.737 -3.728 -0.053
C 0.719 -1.195 -1.750
C 1.655 -1.085 -2.941
H 0.252 -0.229 -1.537
H 2.020 -2.074 -3.247
H 2.518 -0.433 -2.735
H 1.119 -0.611 -3.774
Fe -0.530 -1.379 0.879
Cl 1.491 -1.135 1.789
Cl -2.438 -1.123 -0.232
C 3.121 1.704 -0.789
O 1.900 1.749 -1.000
N 3.961 2.757 -0.925
C 3.489 4.042 -1.415
C 5.384 2.626 -0.654
H 3.641 0.776 -0.467
H 2.445 3.950 -1.730
H 4.118 4.364 -2.258
H 3.572 4.804 -0.625
H 5.570 1.611 -0.286
H 5.706 3.358 0.101
H 5.971 2.802 -1.567
H -2.993 3.576 -4.729
H -5.052 2.248 -3.567
C -2.576 2.564 -4.851
C -4.437 1.349 -3.731
N -3.022 1.691 -3.780
H -1.482 2.606 -4.845
C -2.177 1.380 -2.769
O -1.030 1.820 -2.657
H -4.595 0.640 -2.907
H -2.626 0.676 -2.032
H -2.943 2.165 -5.805
H -4.744 0.900 -4.685
C -1.364 0.799 3.065
P -0.587 1.113 1.435
C -1.855 2.122 0.615
C 0.675 2.393 1.860
C 0.825 3.604 1.162
C 1.728 4.569 1.615
C 2.533 4.313 2.729
C 2.475 3.063 3.349
C 1.565 2.107 2.904
H -2.208 0.113 2.915
H -1.713 1.743 3.507
H -0.626 0.319 3.716
H -2.764 1.521 0.491
H -2.080 3.031 1.187
H -1.497 2.393 -0.384
H 0.217 3.812 0.280
H 1.798 5.530 1.097
H 3.236 5.069 3.080
H 3.129 2.832 4.193
H 1.538 1.121 3.374
*
```

Löwdin population analysis, charges in e, atoms 1 to 8: number 1, O, carries -0.313; number 2, C, carries -0.279; number 3, C, carries -0.225; number 4, C, carries -0.048; number 5, H, carries 0.103; number 6, C, carries -0.124; number 7, H, carries 0.087; number 8, C, carries -0.151

---

No. 2
ORCA calculation (the ωB97M-V functional and the def2-TZVPD basis) on a single C4H6N2O molecule.

The energy relative to the best compared isomer or geometry (same formula, charge and spin) is 68.79 kcal per mole. The calculation puts the highest occupied orbital energy (spin up / spin down) at -0.246 / -0.247 hartree. The LUMO energy (spin up / spin down) is 0.58 / 0.61 eV. The orbital gap (spin up / spin down) comes out at 7.279 / 7.327 eV. The value obtained for the total energy is -9270.519 eV.

Structure (ORCA input):
```
! wB97M-V def2-TZVPD RIJCOSX def2/J DEFGRID3
* xyz 0 1
N 1.419 -0.833 -1.444
C 0.525 -0.429 -0.611
C -0.568 0.502 -0.617
O -1.069 1.321 -1.593
N -0.945 0.699 0.683
C -0.331 -0.043 1.589
C 0.580 -0.946 0.820
H 1.275 -0.469 -2.383
H 1.630 -0.994 1.117
H -0.359 1.892 -1.920
H -1.675 1.368 0.910
H -0.672 -0.092 2.613
H 0.191 -1.976 0.836
*
```

natural (NBO) population analysis, charges in e, atoms 1 to 8: number 1, N, carries -0.723; number 2, C, carries 0.204; number 3, C, carries 0.207; number 4, O, carries -0.685; number 5, N, carries -0.393; number 6, C, carries -0.052; number 7, C, carries -0.515; number 8, H, carries 0.328

---

No. 3
ORCA calculation (the ωB97M-V functional and the def2-TZVPD basis) on a single C3H2N2O2 molecule in a non-equilibrium geometry.

Its SMILES is O=C=CN1NC1=O. The energy relative to the best compared isomer or geometry (same formula, charge and spin) is 97.25 kcal per mole. The calculation puts the highest occupied orbital energy at -0.347 hartree. The LUMO energy is -0.26 eV. The orbital gap comes out at 9.192 eV. The value obtained for the total energy is -10213.972 eV.

Structure (ORCA input):
```
! wB97M-V def2-TZVPD RIJCOSX def2/J DEFGRID3
* xyz 0 1
C -0.709 -0.547 0.222
C -0.804 -1.289 1.359
C 1.195 0.460 -0.781
N 0.486 0.270 0.287
N 0.456 1.581 -0.325
O -0.763 -1.666 2.474
O 1.930 0.164 -1.625
H -1.342 -0.583 -0.792
H -0.450 1.609 -0.820
*
```

natural (NBO) population analysis, charges in e, atoms 1 to 8: number 1, C, carries -0.421; number 2, C, carries 0.732; number 3, C, carries 0.793; number 4, N, carries -0.297; number 5, N, carries -0.493; number 6, O, carries -0.403; number 7, O, carries -0.489; number 8, H, carries 0.247

---

No. 4
ORCA calculation (the ωB97M-V functional and the def2-TZVPD basis) on 2 unconnected molecules or ions with the total composition C5H5Cl4NO in a non-equilibrium geometry.

Its SMILES is O/C=N/C(Cl)=C\Cl.C=C(Cl)Cl. The energy relative to the best compared isomer or geometry (same formula, charge and spin) is 34.07 kcal per mole. The calculation puts the highest occupied orbital energy at -0.342 hartree. The LUMO energy is 0.06 eV. The orbital gap comes out at 9.362 eV. The value obtained for the total energy is -58890.675 eV.

Structure (ORCA input):
```
! wB97M-V def2-TZVPD RIJCOSX def2/J DEFGRID3
* xyz 0 1
C -0.411 1.307 1.426
C -0.566 -0.526 -1.539
C 0.436 2.316 1.454
C 0.903 -0.511 0.671
C -0.186 -1.758 -1.783
N -0.059 -0.079 1.324
O 1.191 -1.820 0.616
Cl -2.019 1.535 2.167
Cl 2.131 2.291 1.639
Cl 1.245 -2.087 -2.717
Cl -1.256 -3.193 -1.815
H -1.577 -0.515 -1.100
H 0.027 0.341 -1.659
H -0.027 3.282 1.802
H 1.532 0.268 0.186
H 0.556 -2.365 1.135
*
```

natural (NBO) population analysis, charges in e, atoms 1 to 8: number 1, C, carries 0.125; number 2, C, carries -0.454; number 3, C, carries -0.310; number 4, C, carries 0.454; number 5, C, carries -0.053; number 6, N, carries -0.558; number 7, O, carries -0.664; number 8, Cl, carries 0.006

---

No. 5
ORCA calculation (the ωB97M-V functional and the def2-TZVPD basis) on 2 unconnected molecules or ions with the total composition C11H13N5O4 in a non-equilibrium geometry.

The energy relative to the best compared isomer or geometry (same formula, charge and spin) is 0.00 kcal per mole. The calculation puts the highest occupied orbital energy at -0.352 hartree. The LUMO energy is -2.80 eV. The orbital gap comes out at 6.785 eV. The value obtained for the total energy is -27249.974 eV.

Structure (ORCA input):
```
! wB97M-V def2-TZVPD RIJCOSX def2/J DEFGRID3
* xyz 0 1
N 3.352 -1.737 1.070
C 2.455 -1.731 0.317
C 1.354 -1.682 -0.610
C 0.034 -1.490 -0.111
C -1.034 -1.575 -1.024
N -2.404 -1.531 -0.796
O -3.094 -1.401 0.204
O -3.002 -1.668 -2.080
N -2.050 -1.742 -3.069
C -0.857 -1.697 -2.405
C 0.495 -1.759 -2.928
N 0.809 -1.827 -4.333
O -0.078 -1.778 -5.206
O 2.029 -1.942 -4.619
C 1.559 -1.789 -2.005
H -0.207 -1.442 0.953
H 2.577 -1.893 -2.380
C 0.003 3.273 1.971
C -0.064 1.773 1.700
C 0.985 1.059 2.540
C -1.467 1.272 2.046
N 0.290 1.566 0.295
H -0.754 3.808 1.386
H -0.169 3.481 3.033
H 0.991 3.657 1.694
H 1.001 -0.018 2.340
H 1.976 1.458 2.294
H 0.792 1.223 3.608
H -1.595 0.216 1.780
H -1.653 1.400 3.120
H -2.217 1.848 1.488
H 0.293 0.588 0.035
H -0.349 2.079 -0.309
*
```

natural (NBO) population analysis, charges in e, atoms 1 to 8: number 1, N, carries -0.246; number 2, C, carries 0.251; number 3, C, carries -0.180; number 4, C, carries -0.120; number 5, C, carries 0.026; number 6, N, carries 0.408; number 7, O, carries -0.337; number 8, O, carries -0.125

---

No. 6
ORCA calculation (the ωB97M-V functional and the def2-TZVPD basis) on 2 unconnected molecules or ions with the total composition C6H12O in a non-equilibrium geometry.

Its SMILES is CC[C@H](C)O.C#C. The energy relative to the best compared isomer or geometry (same formula, charge and spin) is 85.63 kcal per mole. The calculation puts the highest occupied orbital energy at -0.326 hartree. The LUMO energy is 0.99 eV. The orbital gap comes out at 9.861 eV. The value obtained for the total energy is -8460.640 eV.

Structure (ORCA input):
```
! wB97M-V def2-TZVPD RIJCOSX def2/J DEFGRID3
* xyz 0 1
C -0.634 -2.051 -0.292
C 1.811 0.959 -0.336
C -0.207 -0.619 -0.553
C 0.952 -0.148 0.267
O -0.125 -0.435 -1.945
H 0.166 0.464 -2.128
H 1.584 -0.988 0.569
H -1.559 -2.271 -0.823
H -0.794 -2.208 0.773
H 0.137 -2.738 -0.641
H 1.202 1.834 -0.569
H 2.318 0.628 -1.242
H 2.572 1.275 0.375
C -1.166 1.518 1.726
C -1.997 1.168 0.900
H -2.978 1.030 0.516
H -0.613 2.182 2.339
H 0.444 0.316 1.198
H -1.114 0.084 -0.133
*
```

natural (NBO) population analysis, charges in e, atoms 1 to 8: number 1, C, carries -0.619; number 2, C, carries -0.620; number 3, C, carries 0.105; number 4, C, carries -0.434; number 5, O, carries -0.722; number 6, H, carries 0.468; number 7, H, carries 0.206; number 8, H, carries 0.216

---

No. 7
ORCA calculation (the ωB97M-V functional and the def2-TZVPD basis) on a gas-phase ion, C5H8N3O2 (charge +1) in a non-equilibrium geometry.

Its SMILES is CC1=NC([N+](=O)[O-])=C[C@@H]1[NH3+]. The energy relative to the best compared isomer or geometry (same formula, charge and spin) is 151.28 kcal per mole. The calculation puts the highest occupied orbital energy (spin up / spin down) at -0.482 / -0.504 hartree. The LUMO energy (spin up / spin down) is -5.53 / -5.65 eV. The orbital gap (spin up / spin down) comes out at 7.580 / 8.061 eV. The value obtained for the total energy is -13866.663 eV.

Structure (ORCA input):
```
! wB97M-V def2-TZVPD RIJCOSX def2/J DEFGRID3
* xyz 1 1
C -0.413 1.323 0.674
C -1.370 0.870 -0.673
C -0.040 -0.835 -0.344
C 0.336 0.075 0.866
C 0.556 -2.155 -0.585
N -0.980 -0.341 -1.058
N -2.361 1.690 -1.265
N 1.807 0.248 1.065
O -2.438 2.823 -0.845
O -3.023 1.180 -2.133
H -0.521 2.226 1.225
H -0.093 -0.456 1.731
H -0.008 -2.927 -0.058
H 1.594 -2.224 -0.271
H 0.474 -2.390 -1.644
H 2.209 0.697 0.230
H 2.272 -0.661 1.209
H 1.997 0.856 1.875
*
```

natural (NBO) population analysis, charges in e, atoms 1 to 8: number 1, C, carries -0.198; number 2, C, carries 0.334; number 3, C, carries 0.327; number 4, C, carries -0.224; number 5, C, carries -0.685; number 6, N, carries -0.394; number 7, N, carries 0.461; number 8, N, carries -0.661

---

No. 8
ORCA calculation (the ωB97M-V functional and the def2-TZVPD basis) on a molecular structure, C36H56B2F4FeN9O5S4 in a non-equilibrium geometry.

The calculation puts the highest occupied orbital energy (spin up / spin down) at -0.517 / -0.521 hartree. The LUMO energy (spin up / spin down) is -6.95 / -8.14 eV. The orbital gap (spin up / spin down) comes out at 7.116 / 6.039 eV. The value obtained for the total energy is -151829.761 eV.

Structure (ORCA input):
```
! wB97M-V def2-TZVPD RIJCOSX def2/J DEFGRID3
* xyz 2 6
Fe 0.859 2.340 -0.898
C 5.202 1.240 2.975
C 4.216 0.154 2.854
C 4.059 -0.858 3.759
C 2.973 -1.761 3.569
N 2.064 -1.701 2.626
N 2.217 -0.595 1.782
B 1.229 -0.440 0.655
N -0.176 -0.172 1.101
N -0.465 -0.661 2.349
C -1.685 -0.626 2.759
C -2.791 -0.185 1.996
C -2.480 0.422 0.802
C -3.475 1.265 0.049
C -1.150 0.344 0.312
S -0.880 0.682 -1.364
C -1.892 -0.997 4.197
C -0.659 -0.613 5.012
C -3.101 -0.307 4.797
C -2.139 -2.497 4.311
N 1.533 -1.240 -0.624
N 1.257 -2.538 -0.277
C 1.181 -3.402 -1.254
C 1.660 -3.117 -2.538
C 2.188 -1.897 -2.818
C 2.891 -1.565 -4.088
C 2.079 -0.909 -1.772
S 2.646 0.683 -2.077
C 0.653 -4.774 -0.855
C 1.550 -5.285 0.289
C -0.720 -4.492 -0.232
C 0.519 -5.826 -1.960
C 3.313 0.191 1.771
S 3.423 1.167 0.391
C 2.886 -2.889 4.553
C 4.182 -3.750 4.468
C 2.809 -2.364 5.980
C 1.670 -3.782 4.360
H 5.638 1.357 3.984
H 4.642 2.187 2.777
H 6.018 1.125 2.234
H 4.688 -0.985 4.634
H -3.738 -0.188 2.485
H -4.370 1.431 0.664
H -3.765 0.824 -0.908
H -3.024 2.239 -0.175
H -0.495 0.500 4.999
H 0.263 -1.045 4.620
H -0.821 -0.970 6.065
H -3.065 0.788 4.639
H -3.079 -0.477 5.892
H -4.050 -0.740 4.392
H -1.297 -3.068 3.943
H -3.046 -2.860 3.747
H -2.331 -2.803 5.361
H 1.729 -3.917 -3.255
H 3.061 -2.459 -4.716
H 3.885 -1.106 -3.820
H 2.323 -0.793 -4.661
H 1.636 -4.511 1.087
H 2.583 -5.532 -0.019
H 1.090 -6.184 0.758
H -0.634 -3.763 0.619
H -1.165 -5.438 0.158
H -1.448 -4.058 -0.942
H 1.478 -6.147 -2.415
H -0.189 -5.481 -2.744
H 0.108 -6.733 -1.483
H 5.085 -3.141 4.698
H 4.324 -4.148 3.437
H 4.160 -4.601 5.172
H 3.711 -1.759 6.258
H 2.688 -3.205 6.717
H 1.933 -1.700 6.119
H 1.723 -4.302 3.377
H 0.717 -3.236 4.467
H 1.670 -4.615 5.104
F -0.694 3.270 0.806
B -0.026 3.259 2.045
F 0.929 2.242 1.981
F 0.688 4.474 2.266
F -0.960 3.008 3.032
C 2.714 4.888 -0.760
O 2.117 3.868 0.054
H 3.696 5.107 -0.310
H 2.076 5.789 -0.790
H 2.855 4.484 -1.790
H 1.682 4.305 0.858
C -5.851 1.809 -7.371
C -4.718 1.111 -6.662
S -3.186 2.167 -6.493
O -2.927 2.822 -7.757
O -2.131 1.290 -5.981
C -3.508 3.448 -5.211
C -2.357 4.369 -4.958
N -1.816 4.183 -3.581
C -0.571 3.695 -3.267
N -0.163 3.925 -1.998
C -1.152 4.788 -1.491
C -2.173 4.950 -2.413
N -3.414 5.564 -2.110
O -3.592 5.782 -0.917
O -4.256 5.774 -3.017
C 0.253 2.929 -4.229
H -6.709 1.126 -7.515
H -5.532 2.184 -8.371
H -6.241 2.659 -6.813
H -4.293 0.253 -7.234
H -4.951 0.750 -5.658
H -3.834 2.910 -4.285
H -4.386 3.985 -5.632
H -2.657 5.436 -5.051
H -1.543 4.287 -5.664
H -1.056 5.167 -0.485
H 0.925 3.592 -4.798
H -0.403 2.400 -4.962
H 0.884 2.222 -3.697
*
```

Löwdin population analysis, charges in e, atoms 1 to 8: number 1, Fe, carries 0.597; number 2, C, carries -0.035; number 3, C, carries -0.228; number 4, C, carries 0.110; number 5, C, carries -0.195; number 6, N, carries 0.225; number 7, N, carries 0.035; number 8, B, carries -0.407